Entry 1:
The following is a DFT calculation (ωB97M-V/def2-TZVPD) of 11 unconnected molecules or ions with the total composition C73H68BCl20FO5P.

Last column: Mulliken charge in e.
Element x y z (Å)
1 C 6.097 -2.320 1.603  0.051
2 C 7.105 -1.465 0.837  -0.694
3 C 8.263 -0.892 1.647  -0.310
4 C 9.322 -1.872 2.141  -0.924
5 C 8.915 -2.860 3.244  -0.680
6 C 8.115 -2.272 4.426  0.926
7 B 8.951 -1.876 5.763  0.872
8 C 10.139 -0.755 5.592  -0.324
9 C 9.781 0.629 6.161  -1.611
10 C 8.731 1.363 5.286  3.298
11 C 9.302 2.654 4.650  -1.382
12 C 7.406 1.648 6.029  -1.277
13 O 9.439 -3.074 6.569  -0.786
14 C 8.849 -3.019 7.810  -0.130
15 F 8.816 -4.243 8.423  -0.383
16 C 7.493 -2.383 7.483  0.187
17 P 6.464 -1.813 8.850  0.928
18 O 7.040 -0.728 9.660  -0.740
19 O 6.000 -3.077 9.719  -0.522
20 O 5.098 -1.341 8.120  -0.592
21 O 7.889 -1.288 6.746  -0.350
22 H 5.906 -1.885 2.583  0.159
23 H 5.175 -2.416 1.031  0.281
24 H 6.422 -3.351 1.735  -0.389
25 H 7.457 -1.981 -0.061  0.296
26 H 6.554 -0.589 0.470  0.261
27 H 7.877 -0.261 2.451  -0.110
28 H 8.783 -0.203 0.969  0.397
29 H 9.611 -2.473 1.266  0.399
30 H 10.225 -1.330 2.425  0.386
31 H 9.844 -3.262 3.664  0.456
32 H 8.385 -3.720 2.829  0.315
33 H 7.397 -3.043 4.738  -0.706
34 H 7.518 -1.400 4.147  -0.174
35 H 11.061 -1.106 6.067  0.496
36 H 10.374 -0.590 4.533  -0.153
37 H 10.691 1.241 6.140  0.462
38 H 9.468 0.578 7.203  0.290
39 H 8.503 0.704 4.447  -1.730
40 H 8.944 3.535 5.183  0.336
41 H 10.390 2.628 4.608  0.384
42 H 8.951 2.730 3.618  0.297
43 H 7.122 2.700 5.934  0.486
44 H 7.451 1.375 7.081  0.181
45 H 6.597 1.061 5.590  0.083
46 H 9.404 -2.258 8.381  0.334
47 H 6.916 -3.165 6.947  -0.120
48 H 5.066 -3.262 9.589  0.298
49 H 5.272 -1.271 7.173  0.345
50 Cl 3.204 -2.268 4.017  0.016
51 C 1.987 -2.225 2.787  0.236
52 C 2.087 -1.455 1.629  0.028
53 Cl 3.459 -0.455 1.286  -0.115
54 C 1.046 -1.473 0.708  -0.268
55 C -0.078 -2.251 0.924  -0.751
56 C -0.174 -3.020 2.073  -0.666
57 C 0.853 -3.001 2.999  -0.498
58 H 1.117 -0.868 -0.186  0.499
59 H -0.879 -2.249 0.196  0.633
60 H -1.049 -3.631 2.252  0.410
61 H 0.785 -3.594 3.900  0.461
62 Cl 5.812 -4.847 3.318  0.141
63 C 5.626 -6.527 3.007  0.267
64 C 6.139 -7.074 1.841  0.194
65 Cl 7.001 -6.102 0.700  -0.149
66 C 5.950 -8.420 1.560  -0.418
67 C 5.263 -9.223 2.453  -0.516
68 C 4.756 -8.678 3.627  -0.548
69 C 4.933 -7.333 3.900  -0.650
70 H 6.342 -8.832 0.641  0.422
71 H 5.120 -10.272 2.232  0.377
72 H 4.217 -9.302 4.328  0.371
73 H 4.534 -6.899 4.806  0.440
74 Cl -0.785 4.890 0.760  -0.218
75 C 0.418 4.116 1.737  0.481
76 C 0.507 2.733 1.806  0.040
77 Cl -0.568 1.712 0.917  -0.068
78 C 1.478 2.140 2.599  -0.349
79 C 2.358 2.923 3.326  -0.876
80 C 2.270 4.307 3.255  -0.485
81 C 1.302 4.901 2.462  -0.489
82 H 1.543 1.064 2.649  0.577
83 H 3.112 2.453 3.943  0.568
84 H 2.957 4.925 3.817  0.378
85 H 1.229 5.978 2.402  0.413
86 Cl 2.827 2.209 -4.327  -0.227
87 C 1.194 1.669 -4.156  0.331
88 C 0.637 1.445 -2.904  0.373
89 Cl 1.533 1.698 -1.451  -0.046
90 C -0.676 1.007 -2.801  0.121
91 C -1.432 0.791 -3.938  -0.349
92 C -0.875 1.019 -5.189  -0.899
93 C 0.433 1.459 -5.299  -0.577
94 H -1.099 0.838 -1.820  -0.006
95 H -2.457 0.455 -3.852  0.200
96 H -1.465 0.854 -6.080  0.626
97 H 0.871 1.640 -6.271  0.419
98 Cl -5.758 1.412 -3.661  0.003
99 C -6.161 -0.225 -3.288  -0.633
100 C -5.289 -1.035 -2.579  0.760
101 Cl -3.772 -0.402 -2.049  0.022
102 C -5.631 -2.348 -2.294  -0.660
103 C -6.849 -2.850 -2.722  -0.475
104 C -7.723 -2.038 -3.434  -0.623
105 C -7.379 -0.728 -3.718  -0.151
106 H -4.943 -2.972 -1.740  0.476
107 H -7.114 -3.874 -2.499  0.370
108 H -8.676 -2.427 -3.767  0.363
109 H -8.055 -0.088 -4.270  0.559
110 Cl -6.311 2.702 -7.155  -0.177
111 C -5.673 4.126 -6.408  0.023
112 C -4.310 4.276 -6.185  0.449
113 Cl -3.179 3.054 -6.649  -0.163
114 C -3.830 5.427 -5.576  -0.478
115 C -4.708 6.426 -5.195  -0.839
116 C -6.070 6.279 -5.422  0.365
117 C -6.551 5.131 -6.027  -0.158
118 H -2.769 5.533 -5.403  0.449
119 H -4.328 7.320 -4.719  0.407
120 H -6.759 7.057 -5.127  -0.288
121 H -7.612 5.009 -6.204  0.350
122 Cl 3.285 -6.085 0.639  0.159
123 C 1.980 -5.825 -0.456  -0.006
124 C 2.114 -4.963 -1.538  0.406
125 Cl 3.596 -4.129 -1.834  -0.183
126 C 1.043 -4.760 -2.397  -0.494
127 C -0.157 -5.416 -2.181  -0.527
128 C -0.290 -6.281 -1.102  -0.535
129 C 0.776 -6.483 -0.242  -0.496
130 H 1.155 -4.085 -3.234  0.456
131 H -0.987 -5.252 -2.854  0.412
132 H -1.224 -6.798 -0.929  0.377
133 H 0.681 -7.151 0.602  0.429
134 Cl -10.290 0.828 -1.871  -0.174
135 C -9.612 2.011 -0.801  0.316
136 C -8.367 1.825 -0.223  0.333
137 Cl -7.443 0.408 -0.564  -0.082
138 C -7.848 2.795 0.622  -0.477
139 C -8.575 3.944 0.888  -0.516
140 C -9.820 4.133 0.301  -0.548
141 C -10.334 3.164 -0.543  -0.570
142 H -6.874 2.647 1.069  0.448
143 H -8.164 4.696 1.548  0.389
144 H -10.385 5.034 0.493  0.423
145 H -11.296 3.299 -1.018  0.462
146 Cl -7.945 8.420 -3.319  -0.152
147 C -8.726 7.778 -4.724  0.208
148 C -9.497 6.626 -4.655  0.387
149 Cl -9.709 5.760 -3.176  -0.077
150 C -10.111 6.131 -5.794  -0.656
151 C -9.959 6.778 -7.007  -0.400
152 C -9.196 7.938 -7.074  -0.743
153 C -8.582 8.436 -5.937  -0.227
154 H -10.699 5.231 -5.720  0.658
155 H -10.428 6.399 -7.901  0.296
156 H -9.076 8.455 -8.017  0.392
157 H -7.985 9.337 -5.987  0.413
158 Cl -11.196 3.979 -8.007  -0.156
159 C -11.550 2.336 -7.587  0.506
160 C -10.787 1.663 -6.640  -0.043
161 Cl -9.464 2.433 -5.835  -0.026
162 C -11.088 0.346 -6.324  -0.265
163 C -12.145 -0.294 -6.948  -0.721
164 C -12.908 0.381 -7.891  -0.432
165 C -12.610 1.695 -8.209  -0.561
166 H -10.491 -0.172 -5.587  0.511
167 H -12.372 -1.321 -6.698  0.388
168 H -13.736 -0.114 -8.379  0.363
169 H -13.198 2.228 -8.942  0.410

Atoms 1-2, force components in eV/Å:
C 0.4 -0.4 -0.5
C -0.5 0.4 0.2

## Properties
Total charge = -1
HOMO energy = -4.8949 eV
Gap between HOMO and LUMO = 6.00 eV
Energy relative to the best compared isomer or geometry (same formula, charge and spin) = 0.000 eV

Entry 2:
The following is a DFT calculation (ωB97M-V/def2-TZVPD) of a molecular structure, C35H114F6InLi2O41P2.

Last column: Mulliken charge in e.
Element x y z (Å)
1 Li -2.973 -5.484 -0.653  0.887
2 Li -0.695 -2.991 -0.625  0.236
3 In -1.301 -4.036 -4.307  0.944
4 C 3.263 -4.854 -4.769  -0.021
5 O 3.843 -3.847 -3.885  -0.124
6 O 1.915 -5.041 -4.312  -0.610
7 C 3.448 -4.642 -6.360  0.603
8 F 3.220 -5.768 -7.048  -0.308
9 F 2.581 -3.871 -6.922  -0.221
10 F 4.696 -4.195 -6.631  -0.303
11 C 3.556 -2.426 -4.059  0.085
12 C 4.362 -1.629 -3.040  -0.711
13 H 3.915 -0.637 -2.981  0.243
14 H 4.186 -2.049 -2.049  -0.140
15 H 5.445 -1.593 -3.157  0.376
16 H 2.494 -2.303 -3.846  -0.063
17 H 3.918 -2.058 -5.019  0.391
18 H 3.727 -5.808 -4.520  -0.043
19 C -0.503 -0.536 -1.658  -0.050
20 O 0.064 -1.066 -0.496  0.014
21 O -0.906 -1.700 -2.311  -1.378
22 C -1.543 0.621 -1.309  0.697
23 F -1.636 1.408 -2.417  0.160
24 F -2.733 0.166 -0.944  -0.095
25 F -1.170 1.371 -0.282  -0.386
26 C 1.181 -0.371 0.122  0.984
27 C 1.504 -1.023 1.380  -0.397
28 H 2.208 -0.569 2.076  -0.094
29 H 0.537 -1.046 1.884  0.155
30 H 1.831 -2.044 1.183  -0.267
31 H 0.948 0.686 0.244  -0.499
32 H 1.996 -0.624 -0.556  0.143
33 H 0.278 -0.074 -2.262  -0.274
34 P -0.378 -6.129 -1.552  0.390
35 O -1.555 -6.804 -0.777  -0.854
36 O -0.510 -4.571 -1.584  0.658
37 O -0.482 -6.612 -3.045  -0.541
38 O 0.990 -6.714 -1.086  -0.972
39 P -4.253 -5.510 -2.849  0.726
40 O -4.262 -6.535 -1.729  -0.692
41 O -3.464 -4.321 -2.274  -1.442
42 O -5.608 -5.153 -3.420  -0.810
43 O -3.365 -6.094 -3.942  -0.432
44 C -3.877 2.881 1.477  -0.034
45 O -3.612 3.293 2.753  -0.623
46 C -2.545 2.537 3.413  0.408
47 C -1.768 3.257 4.538  -0.250
48 O -2.611 3.907 5.496  -0.424
49 C -2.801 3.274 6.782  -0.726
50 H -4.614 3.565 1.055  0.449
51 H -4.190 1.842 1.374  0.040
52 H -2.976 2.910 0.863  -0.106
53 H -1.750 2.176 2.760  -0.129
54 H -3.040 1.649 3.805  0.425
55 H -1.258 4.130 4.130  -0.019
56 H -1.187 2.465 5.009  0.208
57 H -3.545 3.779 7.398  0.279
58 H -1.876 3.227 7.356  0.252
59 H -3.030 2.210 6.721  0.302
60 C 7.465 3.640 3.987  -0.762
61 O 6.712 2.996 3.033  -0.391
62 C 5.396 2.498 3.280  -0.046
63 C 5.340 1.470 4.375  -0.262
64 O 5.797 0.151 3.998  -0.482
65 C 4.998 -0.486 3.020  -0.302
66 H 8.401 4.075 3.636  0.233
67 H 7.694 2.865 4.718  0.293
68 H 6.815 4.389 4.440  0.335
69 H 4.939 2.210 2.333  -0.047
70 H 4.819 3.307 3.729  0.370
71 H 4.283 1.445 4.641  0.141
72 H 5.816 1.845 5.281  0.407
73 H 4.196 -1.074 3.467  0.211
74 H 5.588 -1.255 2.520  0.221
75 H 4.565 0.070 2.189  0.115
76 C -1.335 9.012 1.038  -0.795
77 O -0.606 7.894 0.727  -0.358
78 C -0.980 6.624 1.379  -0.690
79 C 0.150 5.611 0.970  0.099
80 O 0.018 4.383 1.716  0.029
81 C 1.001 3.331 1.726  -0.096
82 H -1.947 8.954 1.938  0.320
83 H -2.113 9.019 0.274  0.293
84 H -0.799 9.961 0.997  0.239
85 H -2.004 6.330 1.147  0.389
86 H -1.061 6.766 2.457  0.387
87 H 1.091 6.123 1.173  0.339
88 H -0.042 5.333 -0.066  -0.276
89 H 1.168 2.931 0.726  -0.454
90 H 0.786 2.616 2.520  0.077
91 H 1.926 3.819 2.033  0.453
92 C -3.601 -4.566 5.511  -0.864
93 O -2.925 -4.468 4.242  -0.238
94 C -2.003 -3.330 4.104  0.374
95 C -2.830 -1.948 4.053  -0.831
96 O -3.391 -1.755 2.808  0.023
97 C -4.693 -2.253 2.665  -0.965
98 H -4.395 -5.311 5.451  0.269
99 H -4.100 -3.633 5.775  0.313
100 H -2.886 -4.708 6.321  0.305
101 H -1.414 -3.314 3.187  -0.420
102 H -1.310 -3.496 4.930  0.399
103 H -2.196 -1.062 4.030  0.073
104 H -3.484 -1.871 4.922  0.393
105 H -5.382 -2.116 3.498  0.373
106 H -4.621 -3.338 2.736  0.289
107 H -5.154 -1.900 1.743  0.234
108 C 5.891 5.571 -2.040  -0.691
109 O 6.013 4.578 -0.973  -0.355
110 C 5.477 3.244 -1.202  -0.784
111 C 3.935 3.178 -1.129  -0.024
112 O 3.406 3.733 -2.297  -0.216
113 C 2.083 4.294 -2.228  -0.603
114 H 6.579 6.400 -1.876  0.271
115 H 4.915 5.997 -2.270  0.205
116 H 6.080 5.119 -3.014  0.313
117 H 5.979 2.625 -0.459  0.392
118 H 5.745 2.757 -2.139  0.379
119 H 3.545 3.545 -0.179  0.107
120 H 3.584 2.146 -1.118  0.299
121 H 1.956 5.166 -1.586  0.379
122 H 1.491 3.570 -1.669  -0.093
123 H 1.642 4.574 -3.185  0.440
124 O 4.152 -3.048 0.454  -0.468
125 H 5.088 -3.238 0.528  0.243
126 H 3.823 -3.701 -0.163  0.191
127 O -0.095 -4.122 1.255  0.355
128 H 0.692 -4.091 1.799  0.081
129 H -0.181 -5.044 1.010  -0.016
130 O -5.828 -2.915 -4.422  -0.758
131 H -5.732 -3.732 -3.933  0.389
132 H -4.981 -2.789 -4.849  0.296
133 O 1.849 -7.169 1.244  -0.775
134 H 1.706 -6.904 0.336  0.386
135 H 2.124 -6.367 1.688  0.359
136 O -4.870 -2.151 -1.627  0.119
137 H -5.721 -2.464 -1.931  0.384
138 H -4.264 -2.862 -1.834  -0.058
139 O 0.399 1.453 -4.940  -0.600
140 H 0.329 1.564 -3.992  0.149
141 H 1.090 2.060 -5.203  0.262
142 O -2.660 -2.374 0.267  1.447
143 H -2.851 -2.219 1.192  0.176
144 H -3.330 -1.878 -0.203  -0.517
145 O -7.011 -1.434 0.048  -0.656
146 H -7.031 -0.567 -0.357  0.363
147 H -6.328 -1.905 -0.430  0.185
148 O 2.927 -5.120 -1.227  0.172
149 H 2.139 -5.649 -1.104  0.049
150 H 2.777 -4.653 -2.049  0.012
151 O 2.866 2.546 -5.190  -0.723
152 H 3.519 1.889 -5.433  0.293
153 H 3.210 2.941 -4.389  0.350
154 O 0.091 -1.584 -5.217  -0.296
155 H 0.227 -1.700 -6.158  0.148
156 H 0.087 -0.636 -5.091  0.142
157 O -3.271 -1.568 -4.492  -0.504
158 H -3.607 -1.462 -3.602  0.214
159 H -2.985 -0.691 -4.746  0.250
160 C -2.896 2.447 -6.140  -0.823
161 O -2.571 1.266 -5.347  -0.344
162 H -2.501 3.291 -5.575  0.234
163 H -2.508 2.530 -7.155  0.302
164 H -3.980 2.522 -6.226  0.281
165 H -1.628 1.219 -5.173  0.262
166 C 2.520 -3.625 3.698  -0.541
167 O 2.383 -4.397 2.538  -0.468
168 H 1.862 -3.920 4.516  0.374
169 H 3.534 -3.628 4.099  0.331
170 H 2.221 -2.590 3.532  -0.062
171 H 3.147 -4.131 2.021  0.152
172 C 1.637 2.755 6.036  -0.707
173 O 1.994 1.874 4.981  -0.250
174 H 0.594 2.586 6.306  0.110
175 H 2.112 2.719 7.017  0.334
176 H 1.637 3.779 5.663  0.318
177 H 1.709 1.001 5.263  0.211
178 C -5.351 1.774 -2.207  0.100
179 O -6.400 0.909 -2.001  -0.605
180 H -4.576 1.233 -2.750  0.147
181 H -5.472 2.768 -2.638  0.254
182 H -5.031 1.986 -1.187  -0.288
183 H -6.554 0.273 -2.702  0.313
184 C -2.951 4.650 -1.845  0.514
185 O -3.679 5.865 -2.081  -0.617
186 H -3.516 3.903 -1.289  -0.207
187 H -2.757 4.091 -2.761  0.019
188 H -1.922 4.764 -1.502  -0.039
189 H -4.542 5.718 -2.476  0.324
190 C 5.707 -6.142 -2.274  -0.377
191 O 5.423 -5.883 -0.923  -0.641
192 H 5.900 -5.195 -2.778  0.082
193 H 6.608 -6.756 -2.303  0.335
194 H 4.825 -6.659 -2.652  0.132
195 H 4.499 -5.630 -0.868  0.475
196 C -7.359 1.418 1.776  -0.522
197 O -6.993 2.379 0.834  -0.529
198 H -6.532 0.969 2.326  0.102
199 H -7.941 1.873 2.577  0.248
200 H -7.979 0.646 1.321  0.330
201 H -7.120 2.025 -0.050  0.333

Atoms 1-2, force components in eV/Å:
Li 0.2 -0.4 -1.0
Li -0.3 -0.1 -0.5

## Properties
Total charge = -3
HOMO energy = -0.0102 eV
Gap between HOMO and LUMO = 3.61 eV